Entry 1:
{"formula": "C17H29BNO4P2Re", "method": "ωB97M-V/def2-TZVPD", "homo_lumo_gap_ev": [6.41, 7.03], "charge": 1, "lumo_ha": [-0.0912, -0.1208], "relative_energy_ev": 2.0156, "homo_energy_ha": [-0.3268, -0.3792], "largest_force_ev_per_a": 3.176, "multiplicity": 4, "symbols": ["C", "C", "N", "C", "C", "C", "C", "P", "Re", "P", "C", "O", "O", "H", "H", "H", "C", "C", "H", "H", "H", "H", "C", "C", "H", "H", "H", "H", "H", "H", "H", "H", "H", "H", "H", "H", "H", "H", "H", "H", "H", "H", "O", "B", "O", "C", "C", "C", "C", "C", "C", "H", "H", "H", "H"], "coordinates": [[-4.390, -0.788, 1.464], [-3.103, -0.314, 1.243], [-2.407, -0.814, 0.181], [-2.897, -1.746, -0.683], [-4.196, -2.188, -0.486], [-4.946, -1.719, 0.585], [-2.456, 0.816, 2.023], [-0.728, 1.335, 1.466], [-0.531, -0.224, -0.047], [-0.326, -1.374, -1.943], [-2.053, -2.104, -1.877], [-0.440, -3.626, 4.828], [0.745, -1.555, 1.269], [-4.931, -0.378, 2.315], [-4.581, -2.890, -1.216], [-5.964, -2.044, 0.718], [-0.743, 3.066, 1.001], [0.283, 1.224, 2.976], [-1.926, -3.192, -1.956], [-2.531, -1.759, -2.805], [-2.396, 0.632, 3.054], [-3.026, 1.743, 1.935], [-0.138, -0.460, -3.495], [0.689, -2.861, -2.193], [4.199, -1.604, -0.901], [1.508, -1.122, 1.679], [-0.309, -4.317, 5.443], [-1.170, -3.119, 5.208], [-1.022, 0.913, -1.106], [0.127, -1.834, 2.011], [-0.468, 3.708, 1.846], [0.000, 3.173, 0.203], [-1.733, 3.325, 0.605], [0.208, 2.168, 3.530], [-0.060, 0.379, 3.597], [1.330, 1.071, 2.662], [0.788, -3.085, -3.257], [1.677, -2.690, -1.764], [0.209, -3.697, -1.685], [0.153, -1.127, -4.309], [-1.081, 0.050, -3.707], [0.647, 0.287, -3.326], [3.017, 0.091, -2.020], [3.511, -0.577, -0.881], [3.458, 0.291, 0.238], [3.257, 1.537, -0.277], [3.819, 2.704, 0.225], [4.373, 3.564, -0.709], [4.072, 3.458, -2.058], [3.236, 2.452, -2.532], [2.975, 1.412, -1.659], [3.888, 2.885, 1.289], [5.076, 4.329, -0.393], [4.468, 4.165, -2.780], [2.838, 2.430, -3.530]], "forces_ev_per_a": [[0.21, 0.35, 0.23], [-0.34, -0.31, -0.81], [-1.80, -1.01, 0.63], [-0.58, 0.97, 0.58], [0.23, -0.27, -0.40], [0.43, 0.24, 0.12], [0.12, 0.98, -1.09], [-0.04, 0.94, 1.73], [3.06, -0.01, -0.83], [0.51, -1.26, -1.40], [0.15, -0.36, -0.75], [-0.53, 1.43, -0.94], [-0.97, -0.91, 1.49], [-0.11, -0.22, -0.28], [-0.26, 0.01, 0.20], [-0.11, -0.11, 0.05], [-0.05, 0.55, 0.13], [-0.02, 0.36, 0.29], [-0.30, 0.21, 0.00], [-0.27, -0.19, 0.26], [-0.10, -0.57, 1.53], [-0.47, -0.18, -0.11], [-0.11, -0.02, -0.10], [0.02, -0.05, -0.16], [-1.27, 0.70, 0.11], [-0.14, -0.03, -0.02], [0.37, -1.27, 0.97], [0.14, -0.09, -0.09], [-0.32, 0.59, -0.45], [1.44, 0.26, -1.00], [-0.23, 0.05, -0.22], [-0.20, 0.08, 0.17], [0.30, 0.07, 0.06], [0.15, -0.36, 0.21], [0.27, 0.35, -0.16], [-0.36, 0.09, 0.26], [0.04, -0.15, 0.10], [-0.02, -0.12, -0.08], [0.22, -0.06, 0.04], [-0.14, 0.18, -0.04], [0.19, 0.04, -0.11], [-0.20, -0.18, -0.12], [0.10, -1.24, 0.66], [0.22, 0.64, -0.03], [-0.05, -1.57, 0.02], [0.10, 0.27, -2.37], [0.01, 0.01, 0.23], [-0.08, 0.53, 0.41], [-0.73, -0.01, -0.74], [-0.09, 0.30, 0.07], [1.04, 0.51, 1.81], [0.55, -0.23, 0.05], [-0.38, 0.11, 0.12], [-0.08, 0.08, 0.21], [0.48, -0.13, -0.47]]}



Entry 2:
{"formula": "C14H42O14", "method": "ωB97M-V/def2-TZVPD", "homo_lumo_gap_ev": 9.81, "smiles": "OCCO.OCCO.OCCO.OCCO.OCCO.OCCO.OCCO", "lumo_ha": 0.0043, "relative_energy_ev": 3.2357, "homo_energy_ha": -0.3560, "largest_force_ev_per_a": 2.955, "multiplicity": 1, "symbols": ["C", "C", "O", "O", "H", "H", "H", "H", "H", "H", "C", "C", "O", "O", "H", "H", "H", "H", "H", "H", "C", "C", "O", "O", "H", "H", "H", "H", "H", "H", "C", "C", "O", "O", "H", "H", "H", "H", "H", "H", "C", "C", "O", "O", "H", "H", "H", "H", "H", "H", "C", "C", "O", "O", "H", "H", "H", "H", "H", "H", "C", "C", "O", "O", "H", "H", "H", "H", "H", "H"], "coordinates": [[0.008, 4.739, -1.985], [-1.149, 3.824, -1.521], [-2.031, 3.870, -2.627], [0.934, 4.326, -3.053], [0.572, 5.322, -1.257], [-0.453, 5.601, -2.468], [-1.530, 4.223, -0.581], [-0.708, 2.872, -1.226], [-1.504, 3.615, -3.387], [1.259, 5.172, -3.371], [0.659, -3.641, -3.636], [1.790, -3.850, -4.685], [2.491, -5.041, -4.349], [1.308, -3.313, -2.469], [-0.080, -4.429, -3.494], [0.000, -2.810, -3.887], [2.350, -2.922, -4.569], [1.368, -3.920, -5.688], [3.435, -4.874, -4.303], [1.853, -4.068, -2.237], [-2.183, -2.934, 4.427], [-1.464, -1.627, 4.718], [-0.427, -1.549, 3.780], [-1.746, -4.114, 5.081], [-2.363, -3.233, 3.394], [-3.181, -2.736, 4.818], [-1.086, -1.576, 5.739], [-2.084, -0.776, 4.437], [0.011, -2.391, 3.927], [-1.651, -4.802, 4.418], [2.999, -0.733, 2.609], [3.700, -0.059, 1.438], [2.671, 0.706, 0.892], [3.837, -1.220, 3.681], [2.406, -1.580, 2.265], [2.374, -0.088, 3.226], [4.073, -0.841, 0.777], [4.550, 0.568, 1.709], [2.106, 0.259, 0.257], [3.249, -1.879, 4.058], [-3.259, 2.051, 3.950], [-3.534, 3.080, 2.838], [-4.281, 2.449, 1.683], [-4.445, 1.283, 4.354], [-2.671, 2.450, 4.777], [-2.666, 1.329, 3.390], [-2.616, 3.596, 2.558], [-4.225, 3.888, 3.080], [-3.767, 1.803, 1.192], [-4.964, 1.147, 3.558], [1.784, 0.486, -3.531], [0.866, 0.862, -4.703], [-0.112, 1.885, -4.509], [2.673, 1.548, -3.187], [2.355, -0.437, -3.640], [1.156, 0.193, -2.690], [0.302, 0.047, -5.157], [1.469, 1.258, -5.520], [0.377, 2.708, -4.582], [2.413, 2.356, -3.635], [-0.667, -0.090, 0.684], [-0.153, -1.421, 0.190], [1.026, -0.949, -0.431], [-1.701, -0.185, 1.629], [-1.104, 0.441, -0.161], [0.149, 0.528, 1.060], [-0.808, -2.007, -0.455], [0.114, -2.036, 1.050], [1.272, -1.670, -1.016], [-1.345, -0.686, 2.367]], "forces_ev_per_a": [[0.38, 2.40, -0.41], [2.57, 0.96, -1.09], [-0.80, -0.79, 0.97], [-0.60, -0.91, 0.72], [0.38, -1.05, 0.90], [-0.97, -0.05, 0.08], [-0.62, 0.35, -0.46], [-0.38, -0.64, -0.52], [-0.04, -0.31, -0.20], [0.16, -0.11, -0.19], [-0.27, 0.18, -1.64], [-1.86, 0.00, 0.43], [0.08, 0.28, 0.17], [0.35, 0.42, 2.08], [0.46, -0.77, -0.16], [0.38, 0.42, -0.33], [0.51, -0.23, -0.28], [0.16, -0.06, -0.15], [0.01, 0.06, -0.11], [0.19, -0.14, 0.15], [-2.70, -0.10, 1.05], [-0.32, -0.76, -1.18], [1.80, 0.08, -0.18], [1.09, 0.03, 0.36], [0.44, 1.01, -0.41], [-0.46, -0.15, 0.05], [-0.25, 0.05, 0.15], [-0.48, -0.13, 0.68], [0.71, -0.02, -0.53], [0.07, -0.01, 0.15], [0.42, -0.09, 1.91], [-0.86, -0.85, 0.70], [0.26, 1.78, -0.48], [0.59, -0.81, -0.58], [-0.22, 0.10, -0.46], [-0.58, 0.76, -1.26], [0.09, 0.02, -0.31], [-0.19, 0.12, 0.22], [0.24, -0.65, -0.11], [0.50, -0.16, 0.56], [-1.08, -1.08, -1.95], [-1.57, -0.49, -0.80], [0.78, 0.98, 1.67], [1.14, 1.28, 0.58], [-0.56, -0.05, 0.20], [0.67, -0.12, 0.33], [0.24, -0.43, -0.38], [-0.10, -0.20, 0.45], [0.58, -0.10, 0.25], [0.01, 0.12, -0.32], [-0.97, 0.49, 0.31], [0.30, -0.01, -1.17], [0.22, -0.12, 0.78], [-0.02, -0.64, -0.05], [0.29, 0.09, -0.91], [-0.27, 0.59, 0.41], [0.20, -0.46, 0.48], [0.59, -0.35, -0.17], [-0.20, 0.40, 0.31], [-0.21, 0.11, 0.20], [-1.45, 0.32, -0.24], [0.49, 1.11, 1.26], [0.27, -1.38, -1.27], [-0.61, 0.03, 0.12], [0.10, 0.10, -0.16], [0.23, -0.25, 0.09], [-0.07, 0.33, -0.23], [-0.03, -0.28, 0.18], [0.63, -0.05, -0.58], [0.19, -0.19, 0.34]]}



Entry 3:
{"formula": "C37H47F11N2O37", "method": "ωB97M-V/def2-TZVPD", "homo_lumo_gap_ev": 8.53, "lumo_ha": -0.0241, "relative_energy_ev": 2.0812, "homo_energy_ha": -0.3374, "largest_force_ev_per_a": 8.220, "multiplicity": 1, "symbols": ["N", "H", "H", "H", "H", "N", "H", "H", "H", "H", "C", "C", "O", "O", "H", "H", "H", "C", "C", "O", "O", "H", "H", "H", "C", "C", "O", "C", "O", "O", "F", "H", "H", "H", "C", "C", "O", "C", "O", "O", "F", "H", "H", "H", "C", "C", "O", "C", "O", "O", "F", "H", "H", "H", "C", "C", "O", "C", "O", "O", "F", "H", "H", "H", "C", "C", "O", "C", "O", "O", "F", "H", "H", "H", "C", "C", "O", "C", "O", "O", "F", "H", "H", "H", "C", "C", "O", "C", "O", "O", "F", "H", "H", "H", "C", "C", "O", "C", "O", "O", "F", "H", "H", "H", "C", "C", "O", "C", "O", "O", "F", "H", "H", "H", "C", "C", "O", "C", "O", "O", "F", "H", "H", "H", "C", "C", "O", "C", "O", "O", "F", "H", "H", "H"], "coordinates": [[14.514, -3.715, -20.195], [15.220, -4.368, -20.503], [14.628, -3.619, -19.196], [13.556, -4.012, -20.316], [14.624, -2.796, -20.599], [16.030, -4.021, -24.156], [15.436, -4.738, -24.549], [16.643, -4.560, -23.562], [15.492, -3.452, -23.518], [16.619, -3.604, -24.862], [12.962, -0.222, -23.137], [13.734, -1.294, -22.413], [14.010, -1.117, -21.253], [14.235, -2.215, -23.002], [13.020, 0.825, -22.839], [11.905, -0.441, -22.984], [13.250, -0.311, -24.184], [19.140, -5.783, -20.722], [17.919, -5.424, -21.558], [16.769, -5.308, -20.941], [18.036, -5.468, -22.771], [18.738, -5.933, -19.720], [19.867, -4.970, -20.703], [19.649, -6.617, -21.204], [10.518, -5.472, -24.100], [11.119, -6.815, -24.508], [12.366, -6.879, -23.867], [12.713, -5.636, -23.512], [13.816, -5.361, -23.124], [11.651, -4.804, -23.524], [11.385, -6.817, -25.846], [9.768, -5.516, -23.310], [10.156, -4.975, -25.000], [10.438, -7.649, -24.335], [16.176, -7.556, -18.401], [17.005, -8.476, -19.139], [16.040, -9.146, -19.882], [14.850, -8.442, -19.984], [13.978, -8.531, -20.861], [14.944, -7.445, -19.073], [17.640, -9.433, -18.360], [16.593, -6.550, -18.434], [16.093, -7.763, -17.334], [17.710, -8.053, -19.854], [17.217, 0.125, -20.791], [17.075, -0.050, -19.283], [16.519, 1.239, -19.076], [16.964, 2.068, -19.910], [16.911, 3.292, -19.726], [17.331, 1.497, -20.997], [18.276, -0.071, -18.700], [16.435, -0.461, -21.275], [18.124, -0.303, -21.218], [16.423, -0.864, -18.966], [16.708, -3.290, -14.524], [17.873, -2.996, -15.471], [17.215, -2.729, -16.707], [16.054, -3.287, -16.644], [15.322, -3.537, -17.604], [15.701, -3.599, -15.440], [18.615, -4.024, -15.676], [16.569, -2.504, -13.781], [16.827, -4.239, -14.001], [18.456, -2.187, -15.030], [13.007, -7.385, -15.897], [14.316, -6.991, -15.178], [15.084, -8.174, -15.240], [14.456, -9.257, -15.656], [14.809, -10.416, -15.581], [13.227, -8.851, -16.091], [14.026, -6.682, -13.934], [12.815, -6.714, -16.734], [12.186, -7.227, -15.198], [14.913, -6.166, -15.565], [16.383, 0.742, -24.466], [17.610, -0.113, -24.610], [18.004, 0.345, -25.864], [16.922, 0.648, -26.571], [16.882, 0.737, -27.765], [15.879, 0.931, -25.738], [17.169, -1.379, -24.673], [16.554, 1.713, -24.001], [15.695, 0.194, -23.823], [18.386, -0.121, -23.845], [12.428, 0.301, -16.397], [13.540, -0.625, -16.826], [14.668, -0.075, -16.144], [14.405, 1.201, -15.771], [15.280, 2.060, -15.566], [13.081, 1.401, -15.924], [13.582, -0.478, -18.098], [11.865, -0.175, -15.594], [11.767, 0.443, -17.252], [13.274, -1.658, -16.604], [10.436, -3.351, -18.022], [8.898, -3.614, -17.969], [8.444, -2.839, -16.947], [9.484, -2.088, -16.480], [9.351, -1.239, -15.601], [10.556, -2.313, -17.157], [8.713, -4.910, -17.687], [10.728, -3.018, -19.018], [11.081, -4.202, -17.805], [8.272, -3.538, -18.858], [11.364, 2.355, -20.087], [12.702, 2.635, -19.443], [12.348, 3.233, -18.234], [11.020, 3.354, -18.063], [10.486, 3.533, -16.996], [10.501, 3.117, -19.184], [13.403, 3.574, -20.142], [11.126, 1.291, -20.096], [11.222, 2.665, -21.122], [13.248, 1.734, -19.163], [15.491, -8.071, -24.488], [16.643, -8.480, -23.578], [17.623, -8.543, -24.612], [17.095, -8.913, -25.777], [17.671, -9.296, -26.776], [15.804, -8.593, -25.798], [16.495, -9.699, -23.020], [15.368, -6.989, -24.522], [14.632, -8.590, -24.062], [16.813, -7.827, -22.722], [9.739, -7.167, -19.153], [10.473, -7.927, -20.258], [11.288, -6.887, -20.711], [11.489, -5.983, -19.805], [12.278, -5.040, -19.713], [10.612, -6.119, -18.879], [9.578, -8.197, -21.182], [9.384, -7.870, -18.399], [8.877, -6.698, -19.627], [10.930, -8.869, -19.957]], "forces_ev_per_a": [[-0.28, 0.32, 0.79], [0.63, -0.77, -0.75], [0.27, 0.08, 0.41], [-0.02, -0.46, -0.62], [-0.03, 1.06, -0.82], [0.31, -1.26, -0.40], [-0.50, 0.17, -0.25], [1.42, -0.94, 0.99], [-0.95, 1.46, 0.02], [-0.26, 0.69, -0.02], [-0.93, -0.18, -0.91], [0.28, 2.58, -0.47], [0.13, 1.37, 5.50], [1.05, -3.73, -3.84], [0.74, -0.20, 0.48], [-0.23, -0.22, -0.48], [-0.51, 0.15, -0.14], [-0.49, 0.68, 0.08], [-2.16, -0.92, 2.23], [1.74, 0.22, -0.51], [-0.01, 0.65, -2.27], [0.63, -0.38, 0.11], [-0.09, 0.14, 0.02], [-0.14, -0.21, 0.37], [0.67, -0.17, 0.32], [-0.54, -0.05, -0.23], [-0.99, -0.58, -0.32], [0.84, 0.66, 1.40], [-0.87, -0.01, -0.51], [0.46, 0.16, -0.50], [-0.09, 0.11, -0.46], [-0.14, -0.25, -0.28], [0.04, 0.25, 0.23], [0.57, -0.27, 0.41], [0.21, 3.55, 2.20], [0.77, -2.29, -0.92], [-2.08, -1.22, -2.04], [-0.06, 0.71, -2.27], [2.68, -0.32, 3.34], [-1.40, -0.71, -0.22], [-0.35, 1.01, -0.35], [0.15, 0.12, -0.13], [-0.32, -0.65, -0.16], [0.33, 0.03, 0.40], [1.38, -3.11, -0.80], [-0.54, 1.29, -2.16], [-1.88, -3.43, 5.08], [-0.67, 8.19, -0.02], [0.50, -2.94, -0.70], [0.65, -0.74, -2.81], [0.84, -0.46, 0.92], [-0.83, 0.98, -0.31], [0.30, -0.23, 0.48], [0.05, 0.32, 0.27], [1.28, -1.25, 0.44], [-1.40, 2.24, 1.66], [1.99, 1.29, 0.14], [-3.27, -0.92, -3.37], [1.46, 0.70, 1.82], [-2.14, -0.05, 1.33], [2.13, -2.75, -0.38], [-0.79, 0.24, -0.51], [0.64, 0.21, 0.34], [0.16, 0.41, -0.99], [1.19, -0.88, 0.88], [-0.32, -0.85, -1.98], [2.24, 1.07, 1.00], [-1.62, -2.10, 0.31], [-0.43, 2.85, -0.47], [-1.14, 1.26, -0.93], [-0.12, 0.30, 2.34], [0.19, -0.98, -0.81], [0.03, -0.42, 0.03], [-0.09, -0.15, -0.42], [-0.76, 0.41, 3.41], [-0.61, 1.81, 0.10], [2.18, -1.37, 0.08], [-1.48, 1.20, -2.45], [0.07, -0.19, 1.23], [0.57, -0.64, -1.29], [-0.08, -2.01, -0.50], [0.34, 0.01, 0.08], [-0.38, 0.10, -0.19], [0.14, 0.68, -0.40], [-0.93, -2.16, 1.07], [-1.75, 0.50, 3.64], [0.43, -1.68, -0.51], [2.25, 3.28, -1.14], [-3.41, -3.35, 0.05], [0.92, 2.65, 0.97], [1.81, -0.06, -4.61], [-0.35, 0.21, 0.06], [0.05, 0.62, 0.17], [0.99, -0.19, 0.39], [-1.11, -0.86, -2.60], [0.74, -0.93, -1.27], [0.04, 0.64, 0.58], [-2.57, 3.42, 3.54], [0.52, -2.46, -2.22], [2.71, 1.41, 0.96], [-0.50, -1.97, 1.18], [0.05, 0.06, -0.05], [-0.47, 0.12, 0.50], [0.37, 1.06, -0.27], [-0.54, 0.40, 0.39], [-0.20, 0.69, 0.41], [1.72, -0.02, 1.57], [1.43, -0.18, 3.67], [0.44, 0.36, -1.39], [-3.70, -1.49, -4.74], [0.29, -0.67, -0.19], [-0.26, 0.00, 0.58], [0.23, 0.57, 0.29], [0.68, 0.26, -0.72], [-1.04, -0.85, 0.84], [-0.25, 0.81, -1.77], [2.11, -0.57, 1.94], [0.79, 0.25, -3.18], [-0.47, 0.30, 2.26], [-1.07, 0.18, 1.35], [-0.22, -0.86, -0.16], [-0.07, -0.20, 0.02], [-0.48, 0.39, -0.50], [0.71, 0.55, -0.71], [-1.22, -1.13, -1.18], [-1.00, 0.84, 1.94], [2.39, -1.07, -2.96], [2.04, 3.07, 0.72], [-1.35, -2.39, -1.26], [-1.04, -0.18, 3.84], [-1.03, -0.70, -2.04], [0.55, 0.78, 0.79], [-0.30, -0.31, 0.07], [0.86, 0.36, -0.25]]}



Entry 4:
{"formula": "C2H4N2O3", "method": "ωB97M-V/def2-TZVPD", "homo_lumo_gap_ev": 10.32, "smiles": "O=C1NOCON1", "lumo_ha": 0.0291, "relative_energy_ev": 6.2002, "homo_energy_ha": -0.3502, "largest_force_ev_per_a": 4.672, "multiplicity": 1, "symbols": ["C", "C", "H", "H", "H", "H", "N", "N", "O", "O", "O"], "coordinates": [[-0.154, -0.165, 1.011], [0.272, 0.651, -1.567], [1.559, -1.129, 0.623], [0.270, 1.885, -1.337], [0.456, 0.217, -2.684], [-1.948, 0.302, 0.357], [0.786, -0.761, 0.158], [-1.015, 0.510, 0.264], [-0.364, -0.461, 2.153], [1.357, 0.226, -0.588], [-0.922, -0.068, -1.137]], "forces_ev_per_a": [[0.49, -3.68, 1.13], [0.30, -0.08, -0.61], [1.19, -1.08, 1.35], [-0.44, -3.53, -1.26], [-0.14, 1.44, 2.71], [-2.65, -0.15, 1.58], [-0.06, -0.29, 1.51], [-0.45, 1.23, -4.48], [0.44, 0.28, 1.03], [-0.88, 1.98, -3.53], [2.18, 3.89, 0.58]]}